{
  "formula": "H21O10",
  "method": "ωB97M-V/def2-TZVPD",
  "homo_lumo_gap_ev": 9.7,
  "lumo_ev": -3.20,
  "energy_ha": -764.61531,
  "largest_force_ev_per_a": 6.4,
  "homo_ev": -12.87,
  "de_lowest_kj_mol": 442.5,
  "charge": 1,
  "symbols": ["O", "H", "H", "O", "H", "H", "O", "H", "H", "O", "H", "H", "O", "H", "H", "O", "H", "H", "O", "H", "H", "O", "H", "H", "O", "H", "O", "H", "H", "H", "H"],
  "positions_angstrom": [[1.1453, 0.1274, 3.4685], [2.0638, -0.2745, 3.6717], [-2.4680, 1.2936, 0.9184], [-2.8692, 0.5247, 0.5553], [-3.1150, 1.1173, -0.3794], [-2.3453, -0.1642, 0.2655], [-3.4981, 1.4046, -1.8279], [2.2489, 3.2814, 0.9680], [-3.2014, 0.7837, -2.5505], [-0.7222, 1.2435, -0.8602], [-0.1807, 0.6542, -0.4069], [-0.2523, 1.8379, -1.5853], [1.0615, 0.6510, 0.8007], [3.0067, -0.6528, -0.3563], [1.1463, 1.4617, 0.4109], [-1.2433, -1.0906, -3.1116], [-1.6013, -1.8900, -3.1577], [1.3355, 0.6542, 1.6847], [-2.0468, -2.0284, -0.1475], [-1.4373, -0.5908, -3.8392], [-2.2810, -2.6651, 0.4782], [2.5150, -2.9820, 1.5015], [2.6528, -2.4693, 2.3384], [-2.0747, -2.7040, -1.0219], [1.7548, 3.0342, 0.0531], [1.2763, 0.8805, 3.9929], [3.7834, -1.3315, -0.4022], [4.3913, -0.5707, -0.5951], [3.3978, -2.7767, 1.1410], [-3.0755, 2.3044, -1.9830], [1.4699, 4.0667, -0.2324]],
  "atomic_forces_ev_per_a": [[2.794, -2.351, -0.280], [-2.197, 0.230, -0.754], [1.918, 0.465, 1.591], [-4.693, 4.162, -1.247], [-0.242, -2.281, -0.137], [2.937, -3.180, -1.094], [0.882, 1.152, -0.255], [-1.573, -1.014, -3.149], [-0.090, 0.901, 1.237], [-1.853, 4.312, -4.138], [2.345, -1.634, 0.975], [-0.971, -2.520, 2.692], [-0.794, -4.118, -0.820], [0.839, -2.492, 0.253], [0.647, 3.591, -1.103], [3.014, 3.687, 3.682], [-2.356, -5.173, -0.823], [0.435, -0.094, 2.268], [0.259, -1.461, -5.340], [-0.730, 1.518, -3.106], [-0.575, -1.439, 2.231], [1.154, 1.125, 1.475], [-0.821, -0.866, -0.730], [0.303, 3.200, 3.364], [0.752, 5.951, 2.001], [-0.450, 2.175, 1.338], [-1.205, 4.096, -0.296], [0.415, -1.538, 0.074], [-0.501, -0.341, -0.721], [-0.730, -1.763, -0.162], [1.085, -4.300, 0.974]]
}